# 1
The following is a quantum chemistry calculation of a molecular structure, C47H41IrN4OP2S, from the OMol25 dataset.

Atoms and positions in Å:
Ir 0.6854 0.1701 0.0199
O -0.6970 3.1182 0.3356
S -1.0498 1.7380 0.0278
C -1.9162 1.6934 -1.5093
C -2.6919 2.7770 -1.8961
C -3.5389 2.6098 -2.9821
C -3.6156 1.3795 -3.6305
C -2.7987 0.3239 -3.2494
C -1.9115 0.4892 -2.1881
P -0.6151 -0.7211 -1.8311
C 0.3910 -0.7062 -3.3521
C 0.1747 0.2640 -4.3337
C 0.9115 0.2520 -5.5105
C 1.8722 -0.7234 -5.7265
C 2.1092 -1.6812 -4.7505
C 1.3805 -1.6706 -3.5727
C -1.5331 -2.2758 -1.8011
C -2.8162 -2.2355 -1.2412
C -3.6184 -3.3637 -1.2449
C -3.1494 -4.5439 -1.8086
C -1.8845 -4.5880 -2.3767
C -1.0790 -3.4588 -2.3846
C -2.3181 1.1387 1.1357
C -3.5716 1.7421 1.1215
C -4.5138 1.3330 2.0508
C -4.2066 0.3408 2.9771
C -2.9527 -0.2497 2.9853
C -1.9935 0.1566 2.0623
P -0.3227 -0.5313 2.0632
C -0.5347 -2.2715 2.5049
C -0.1010 -2.7956 3.7221
C -0.4005 -4.1116 4.0530
C -1.1374 -4.9052 3.1877
C -1.5938 -4.3765 1.9844
C -1.2973 -3.0681 1.6531
C 0.5009 0.2269 3.4803
C -0.1182 1.2616 4.1795
C 0.4957 1.8103 5.2980
C 1.7270 1.3347 5.7193
C 2.3567 0.3126 5.0158
C 1.7491 -0.2383 3.9009
H -2.6348 3.7166 -1.3608
H -4.1544 3.4352 -3.3138
H -4.2991 1.2528 -4.4594
H -2.8261 -0.6095 -3.7981
H -0.5638 1.0416 -4.2001
H 0.7189 1.0037 -6.2647
H 2.4318 -0.7415 -6.6522
H 2.8593 -2.4452 -4.9057
H 1.6017 -2.4307 -2.8381
H -3.2078 -1.3126 -0.8255
H -4.6144 -3.3185 -0.8246
H -3.7787 -5.4239 -1.8240
H -1.5278 -5.4996 -2.8365
H -0.1192 -3.5124 -2.8733
H -3.8212 2.5108 0.4046
H -5.4959 1.7860 2.0501
H -4.9520 0.0287 3.6963
H -2.7173 -1.0244 3.7045
H 0.4483 -2.1970 4.4330
H -0.0612 -4.5087 5.0000
H -1.3675 -5.9281 3.4533
H -2.1868 -4.9799 1.3096
H -1.6814 -2.6587 0.7329
H -1.0819 1.6461 3.8725
H 0.0030 2.6039 5.8434
H 2.1957 1.7499 6.6015
H 3.3121 -0.0687 5.3521
H 2.2414 -1.0513 3.3768
N 3.8830 1.9316 2.0545
C 3.0558 2.9986 2.2972
C 1.8498 2.6713 1.7704
N 1.9394 1.4061 1.2189
C 3.1893 0.9963 1.4056
H 4.8529 1.8559 2.3227
H 3.3861 3.8846 2.8098
H 0.9410 3.2413 1.7559
H 3.6128 0.0620 1.0785
C 1.3386 -1.8545 -0.0265
H 1.8366 -2.0429 -0.9702
H 0.5795 -2.6098 0.1432
H 2.0562 -1.8852 0.8008
N 2.8137 2.2952 -2.9732
C 1.8153 1.9798 -2.1472
N 2.0386 0.8496 -1.5016
C 3.2978 0.4003 -1.9232
C 4.0821 -0.7000 -1.5652
C 5.2985 -0.8538 -2.1989
C 5.7529 0.0566 -3.1667
C 5.0045 1.1601 -3.5123
C 3.7816 1.3092 -2.8680
H 2.8450 3.1135 -3.5618
H 0.9327 2.5920 -2.0388
H 3.7766 -1.4238 -0.8244
H 5.9229 -1.6987 -1.9416
H 6.7121 -0.1086 -3.6373
H 5.3531 1.8782 -4.2423

Atoms 1-6, force components in eV/Å:
-0.09 -0.13 0.08
0.03 0.09 0.02
-0.37 -0.07 -0.06
0.05 -0.02 0.04
0.00 0.04 -0.01
0.01 -0.02 0.00

Properties
Total charge: +3
Lowest unoccupied orbital energy (alpha / beta), eV: -7.92 / -10.56
Kohn-Sham gap (alpha / beta), eV: 8.3 / 5.7
2S+1: 2

Atomic partial charges in e from the Löwdin method, atoms 1 to 2:
1. Ir 1.001
2. O -0.372

=====

# 2
The following is a quantum chemistry calculation of 2 unconnected molecules or ions with the total composition C3H5NO2 in a non-equilibrium geometry, from the OMol25 dataset.

Atoms and positions in Å:
C -0.9956 1.3253 -0.0682
N 0.0605 0.3073 -0.0726
C -0.2014 -1.0189 0.2090
O -1.3019 -1.4487 0.4712
C 2.1166 -1.8278 -0.0181
O 2.5378 -0.7968 -0.2818
H -1.9317 0.8266 0.1833
H -0.8060 2.1125 0.6749
H -1.1087 1.8092 -1.0486
H 0.9969 0.6224 -0.2777
H 0.6335 -1.9111 0.2288

Atoms 1-6, force components in eV/Å:
-0.05 -0.18 0.04
0.12 -0.66 0.10
-0.56 -0.64 0.20
-0.41 0.28 0.02
2.83 0.46 -0.55
-0.11 -0.99 0.21

Properties
Lowest unoccupied orbital energy, eV: 0.77
Kohn-Sham gap, eV: 10.2

Atomic partial charges in e from the Löwdin method, atoms 1 to 2:
1. C -0.069
2. N -0.024

=====

# 3
The following is a quantum chemistry calculation of 12 unconnected molecules or ions with the total composition C6H35NO12 in a non-equilibrium geometry, from the OMol25 dataset.

Atoms and positions in Å:
C 0.5726 -0.8896 3.0884
C 0.8011 0.5030 2.6544
C 0.2164 0.9724 1.2959
N 0.6443 0.3215 0.0955
C -0.0391 0.4477 -1.1128
O 0.2349 -0.2944 -2.0335
C -0.8875 1.6895 -1.3698
C -1.6315 1.4219 -2.6755
H 0.6152 -1.0402 4.1727
H -0.2326 -1.3853 2.5652
H 1.4034 -1.4745 2.7731
H 0.2950 1.1528 3.4285
H 1.8603 0.9317 2.5324
H -0.8769 0.9431 1.3222
H 0.3112 2.1117 1.2344
H 1.3042 -0.4263 0.2406
H -0.1399 2.4593 -1.2092
H -1.5397 1.8752 -0.5706
H -2.4368 2.1979 -2.6630
H -2.2756 0.5395 -2.6249
H -1.1611 1.4416 -3.6101
O 2.4445 1.6186 -2.5400
H 1.5660 1.8362 -2.1860
H 2.6138 0.7137 -2.2314
O 4.5622 -1.9542 1.4912
H 4.3489 -1.3237 0.7874
H 3.9553 -1.7586 2.1884
O 3.0779 -1.3671 -0.7967
H 2.5046 -1.7845 -1.5326
H 4.0320 -1.4151 -1.0449
O -4.0400 0.8337 -1.0706
H -4.6579 0.2625 -0.5897
H -3.4826 1.2449 -0.4012
O 1.8039 -2.2511 -3.0312
H 1.0669 -1.6052 -2.9984
H 2.2261 -2.1837 -3.8681
O -2.4975 -2.5032 -1.0852
H -2.1549 -3.3737 -0.9488
H -3.3648 -2.5527 -0.6415
O -2.7850 0.3303 2.9464
H -2.3856 -0.5341 3.0661
H -3.7400 0.3159 3.1328
O -2.2729 -2.1461 1.6908
H -2.5423 -1.2844 1.4153
H -1.5578 -2.5924 1.2204
O 0.9677 -2.8769 0.7867
H 1.9053 -3.0082 0.5803
H 0.7296 -2.3371 0.0086
O -2.1115 2.7415 1.6277
H -2.3361 3.4933 2.1942
H -2.3015 1.9461 2.1614
O 1.2643 4.2208 -0.4957
H 1.2489 4.4907 0.4136
H 1.5796 3.2978 -0.5068

Atoms 1-6, force components in eV/Å:
1.26 -1.19 0.08
0.25 3.59 -0.63
-1.78 2.00 0.81
-0.52 0.05 -0.45
1.37 0.14 1.48
-0.05 -0.90 -0.44

Properties
Lowest unoccupied orbital energy, eV: -0.13
Kohn-Sham gap, eV: 9.4

Atomic partial charges in e from the Löwdin method, atoms 1 to 2:
1. C -0.118
2. C -0.228

=====

# 4
The following is a quantum chemistry calculation of 12 unconnected molecules or ions with the total composition C24H72O24 in a non-equilibrium geometry, from the OMol25 dataset.

Atoms and positions in Å:
O 1.3116 0.1870 -5.3312
C 1.3201 0.8124 -6.6585
C 2.2645 1.9728 -6.7319
O 1.8318 2.9143 -5.7647
H 0.9971 0.9262 -4.7903
H 1.5848 0.0121 -7.3457
H 0.3049 1.1887 -6.7913
H 2.1925 2.4342 -7.7238
H 3.3183 1.6946 -6.6246
H 2.2008 3.7804 -5.9525
O 0.7783 4.8497 2.9948
C -0.5623 4.4400 3.1658
C -1.3535 5.2114 4.1912
O -1.6880 6.4815 3.6884
H 1.4181 4.3685 3.5187
H -1.1612 4.4246 2.2522
H -0.5342 3.3954 3.5074
H -0.6954 5.2835 5.0709
H -2.2546 4.6761 4.4890
H -0.8864 7.0111 3.6323
O -3.1164 -1.9954 4.1659
C -2.2384 -0.9780 3.6943
C -2.0591 -1.2539 2.1978
O -3.3045 -1.2742 1.5170
H -4.0072 -1.6733 4.0164
H -2.6907 -0.0134 3.9480
H -1.2534 -0.8872 4.1598
H -1.4383 -2.1237 1.9708
H -1.4149 -0.4410 1.8410
H -3.8650 -1.9136 1.9597
O -0.0952 1.1018 4.6105
C -0.3164 0.2027 5.6631
C 0.7990 -0.1354 6.6838
O 1.8740 -0.7420 6.0236
H 0.7118 1.6101 4.7285
H -1.2375 0.4442 6.2129
H -0.7045 -0.7479 5.2772
H 0.4014 -0.7910 7.4624
H 1.0814 0.7398 7.2806
H 2.6310 -0.1629 5.9201
O 0.4488 1.2669 1.2557
C 0.4110 -0.0644 0.7709
C -0.2243 -0.1407 -0.6310
O -1.5624 0.2666 -0.6884
H 0.2986 1.2545 2.2099
H 1.4044 -0.5196 0.6809
H -0.0231 -0.8444 1.4073
H -0.1188 -1.1920 -0.8977
H 0.3969 0.4711 -1.2913
H -1.8269 1.0524 -0.1759
O -2.3386 -2.8589 -5.3797
C -2.7799 -1.4916 -5.2519
C -3.0050 -1.0563 -3.8340
O -1.8989 -1.3703 -2.9592
H -1.3939 -2.7545 -5.5511
H -2.0355 -0.8935 -5.7772
H -3.7227 -1.5185 -5.8027
H -3.8652 -1.5351 -3.3631
H -3.1265 0.0285 -3.9261
H -2.1092 -0.8208 -2.1786
O 0.8417 4.5315 0.1256
C 2.1378 4.4600 -0.3769
C 2.6301 3.0643 -0.7482
O 2.8364 2.1909 0.3537
H 0.8496 4.5499 1.0885
H 2.1914 5.1884 -1.1970
H 2.8820 4.9043 0.3020
H 3.5236 3.0064 -1.3676
H 1.8402 2.5474 -1.3052
H 2.0578 1.9099 0.8641
O 3.9624 -0.2379 -3.9740
C 4.7481 -0.0538 -2.7818
C 4.2003 -0.8771 -1.6227
O 2.9955 -0.2694 -1.1879
H 3.1153 0.2158 -3.8588
H 5.7617 -0.2539 -3.1293
H 4.6250 1.0132 -2.5651
H 4.9226 -0.7730 -0.8026
H 4.0516 -1.9268 -1.8679
H 3.2448 0.4537 -0.5908
O 2.6256 -4.1340 3.6778
C 2.8570 -3.2286 2.6324
C 2.5278 -1.7895 3.0263
O 1.2665 -1.6667 3.6600
H 1.8640 -3.8365 4.1867
H 3.8597 -3.2718 2.2134
H 2.1089 -3.4617 1.8593
H 2.4788 -1.2740 2.0564
H 3.2430 -1.3367 3.7201
H 1.1882 -0.7894 4.0345
O -2.5925 2.4176 0.6683
C -3.3129 1.7126 1.6744
C -3.1032 2.2892 3.0495
O -3.8632 1.5235 3.9760
H -2.9664 3.2345 0.3296
H -4.3311 1.4608 1.3807
H -2.7834 0.7574 1.7141
H -3.4394 3.3206 3.2272
H -2.0402 2.3063 3.3175
H -3.7709 1.8296 4.8790
O 0.1174 -3.1564 -2.6282
C 1.2604 -2.7831 -3.3828
C 1.1673 -3.2571 -4.8473
O 0.4759 -2.3470 -5.7282
H -0.6084 -2.4886 -2.6976
H 1.6306 -1.7657 -3.2182
H 2.0931 -3.3314 -2.9230
H 0.6954 -4.2285 -4.9527
H 2.2247 -3.2186 -5.1380
H 0.9379 -1.4928 -5.6172
O -3.9454 -3.4400 -0.4445
C -2.5548 -3.7180 -0.7277
C -2.4738 -4.8017 -1.8069
O -2.9224 -6.0816 -1.3543
H -3.9834 -3.4714 0.5107
H -1.9490 -2.8317 -0.8992
H -2.1903 -4.2069 0.1819
H -1.5374 -4.9276 -2.3442
H -3.1043 -4.4850 -2.6466
H -3.6409 -5.9835 -0.7236

Atoms 1-6, force components in eV/Å:
0.32 1.41 -0.72
-0.12 -0.69 1.02
0.30 0.48 -0.69
-0.02 0.00 0.44
-0.05 -0.44 0.42
-0.14 0.16 -0.21

Properties
Lowest unoccupied orbital energy, eV: -0.79
Kohn-Sham gap, eV: 8.0

Atomic partial charges in e from the Löwdin method, atoms 1 to 2:
1. O -0.100
2. C -0.177